# 1
The following is a DFT calculation (the ωB97M-V functional and the def2-TZVPD basis) of a molecular structure, C30H42N4OP2V.

The value obtained for the electronic energy is -84056.454 eV. Its spin multiplicity is 4. The calculation puts the energy relative to the best compared isomer or geometry (same formula, charge and spin) at 1.867 eV. The value obtained for the gap between HOMO and LUMO (spin up / spin down) is 0.247 / 0.248 hartree. The calculation puts the HOMO energy (spin up / spin down) at -8.0768 / -8.2368 eV. For the LUMO energy (spin up / spin down), the calculation gives -1.3 / -1.5 eV. The calculation puts the molecular weight at 587.58 g mol⁻¹.

```
80
Properties=species:S:1:pos:R:3:lowdin_charge:R:1
V -0.9412 -2.3593 -1.6408 0.95
C -1.4593 2.3304 -1.9037 -0.11
C -1.6078 1.3014 -2.7816 -0.12
C -0.6507 0.9880 -3.8671 -0.24
C 0.6010 0.0487 -3.6864 -0.22
C 1.7012 0.6324 -2.9029 -0.13
C 1.8188 1.7770 -2.2051 -0.10
C 1.0578 3.0187 -2.4203 -0.20
C -0.2956 3.2223 -1.6860 -0.19
C 1.1788 -2.3371 -1.3809 -0.22
H -2.2187 2.4318 -1.1271 0.10
H -2.2824 0.5082 -2.5622 0.08
H -0.2572 1.9354 -4.2735 0.10
H -1.2670 0.5032 -4.6643 -0.02
H 0.3320 -0.9954 -3.3585 0.06
H 0.9727 -0.0587 -4.7415 -0.02
H 2.5983 -0.0004 -2.9035 0.09
H 2.5350 1.8134 -1.3734 0.11
H 0.9560 3.1667 -3.5058 0.11
H 1.6505 3.8475 -2.0126 0.11
H -0.1155 3.2993 -0.5840 0.12
H -0.6287 4.2401 -1.9997 0.12
H 1.3618 -1.9506 -0.3590 -0.01
H 2.1096 -1.9777 -1.8999 0.00
H 1.1113 -3.4115 -1.4430 -0.06
P 1.4455 -0.9634 -6.6180 1.16
P -2.2830 -0.2405 -6.5064 1.12
N 2.8855 0.0387 -7.0492 -0.24
N 2.0001 -2.2447 -7.7966 -0.26
N -2.4337 1.4213 -7.0964 -0.25
N -3.7959 -0.7138 -7.3332 -0.26
C 0.2764 -0.1174 -7.7844 -0.39
C -1.1125 -0.7974 -7.8247 -0.38
C 3.9249 0.2924 -6.1467 -0.14
C 4.8507 1.1138 -6.7749 -0.10
C 4.3583 1.4191 -8.0743 -0.09
C 3.1458 0.7599 -8.2234 -0.14
C 2.4202 -3.4872 -7.3421 -0.16
C 2.7062 -4.2784 -8.4423 -0.11
C 2.4800 -3.4972 -9.6052 -0.09
C 2.0708 -2.2348 -9.1779 -0.15
C -2.4846 2.5301 -6.2477 -0.14
C -2.2987 3.7106 -6.9654 -0.08
C -2.1232 3.3283 -8.3424 -0.08
C -2.1944 1.9367 -8.3733 -0.18
C -4.5566 -0.1634 -8.3743 -0.13
C -5.4655 -1.1080 -8.8554 -0.09
C -5.2274 -2.3195 -8.1153 -0.10
C -4.2065 -2.0528 -7.2188 -0.18
H 0.6467 -0.0227 -8.8244 0.06
H 0.2778 0.9155 -7.3746 0.09
H -1.5053 -0.7055 -8.8491 0.09
H -1.0250 -1.8653 -7.5706 0.07
H 3.8931 -0.1829 -5.1838 0.09
H 5.7657 1.4365 -6.3267 0.08
H 4.8122 2.0301 -8.8229 0.09
H 2.4802 0.7217 -9.0636 0.08
H 2.4524 -3.6387 -6.2801 0.09
H 3.0249 -5.2947 -8.3734 0.08
H 2.6016 -3.8150 -10.6228 0.09
H 1.8104 -1.3706 -9.7598 0.09
H -2.6849 2.3659 -5.2047 0.09
H -2.3432 4.7198 -6.5423 0.10
H -2.0423 4.0004 -9.1965 0.10
H -2.0733 1.2916 -9.2247 0.10
H -4.4520 0.8591 -8.6819 0.09
H -6.1827 -0.9915 -9.6704 0.10
H -5.7218 -3.2754 -8.2488 0.09
H -3.7417 -2.6617 -6.4695 0.08
C -1.8097 0.0985 1.7192 -0.08
C -0.7312 0.2495 0.6619 -0.60
C 0.6321 0.2499 1.4245 -0.06
O -0.9397 -0.5950 -0.3885 -0.35
H -1.7732 -0.9087 2.1232 0.07
H -2.8065 0.2495 1.3171 0.07
H -1.6236 0.8123 2.5243 0.07
H -0.7649 1.3110 0.3185 0.10
H 0.9340 -0.7347 1.7913 0.07
H 1.4600 0.6817 0.8527 0.06
H 0.4872 0.8961 2.3027 0.07
```

---

# 2
The following is a DFT calculation (the ωB97M-V functional and the def2-TZVPD basis) of a molecular structure, C29H34BiN5O6S2.

The value obtained for the electronic energy is -77872.998 eV. The value obtained for the gap between HOMO and LUMO is 0.306 hartree. The calculation puts the HOMO energy at -8.4936 eV. For the LUMO energy, the calculation gives -0.2 eV. The calculation puts the molecular weight at 821.73 g mol⁻¹.

```
77
Properties=species:S:1:pos:R:3:lowdin_charge:R:1
Bi -0.7185 -1.9334 0.8743 1.72
C 2.4384 -1.0091 4.5496 0.01
C 1.3524 -0.4690 3.6535 -0.53
O 1.3914 -0.6141 2.4399 -0.05
N 0.3653 0.2168 4.2832 0.08
C -0.7777 0.7932 3.5974 -0.12
C -2.0608 0.0698 3.9432 -0.27
C -3.0442 0.6644 4.7194 -0.02
C -4.1822 -0.0650 5.0338 -0.06
C -4.2980 -1.3619 4.5675 -0.05
C -3.2683 -1.8753 3.7920 -0.12
N -2.1771 -1.1786 3.4848 0.06
H 2.8105 -1.9401 4.1304 0.09
H 2.0965 -1.1754 5.5705 0.08
H 3.2608 -0.2925 4.5679 0.09
H 0.3646 0.2290 5.2888 0.14
H -0.5785 0.7151 2.5287 0.08
H -0.8637 1.8511 3.8502 0.12
H -2.9210 1.6824 5.0661 0.11
H -4.9656 0.3760 5.6365 0.11
H -5.1655 -1.9664 4.7920 0.11
H -3.3192 -2.8865 3.3998 0.11
C -0.3931 3.1565 -3.9214 -0.04
C -0.9494 1.8438 -3.4429 -0.26
C -0.4010 0.6393 -3.8657 -0.04
C -0.8772 -0.5718 -3.3812 -0.06
C -1.9238 -0.5718 -2.4753 -0.30
C -2.5212 0.6168 -2.0768 -0.06
C -2.0197 1.8150 -2.5472 -0.04
S -2.6354 -2.1162 -2.0053 0.57
O -4.0387 -2.0422 -2.3249 -0.29
O -1.8593 -3.1678 -2.6136 -0.31
N -2.4996 -2.1389 -0.3736 -0.40
C -3.2748 -3.2733 0.1850 -0.21
C -2.4250 -4.3658 0.8588 -0.67
O -2.9736 -5.3700 1.2538 0.06
O -1.1560 -4.0887 1.0249 -0.28
H 0.1640 3.0351 -4.8502 0.08
H 0.2847 3.5789 -3.1746 0.07
H -1.1875 3.8842 -4.0884 0.08
H 0.4109 0.6453 -4.5844 0.11
H -0.4597 -1.5165 -3.7022 0.11
H -3.3588 0.5920 -1.3921 0.12
H -2.4653 2.7471 -2.2188 0.12
H -3.8758 -3.7647 -0.5775 0.12
H -3.9787 -2.9027 0.9346 0.11
C 4.2017 -3.0381 -2.2459 -0.07
C 3.0726 -2.3299 -2.9839 -0.25
N 2.6984 -1.0478 -2.3803 -0.11
C 3.3950 0.1514 -2.8668 -0.20
C 4.5288 0.5918 -1.9502 -0.07
C 1.7798 -0.9298 -1.4089 -0.65
S 1.1029 -2.4493 -0.8590 0.69
N 1.5690 0.3183 -1.0004 0.12
C 0.5208 0.8217 -0.3666 -0.44
O -0.5239 0.2379 0.0159 -0.23
C 0.5701 2.3046 -0.1470 -0.13
C 1.6567 3.0626 -0.5720 -0.03
C 1.6723 4.4344 -0.3720 -0.08
C 0.6009 5.0598 0.2509 -0.08
C -0.4887 4.3090 0.6727 -0.07
C -0.5041 2.9376 0.4721 -0.03
H 4.3748 -4.0178 -2.6923 0.08
H 3.9407 -3.1820 -1.1979 0.06
H 5.1311 -2.4707 -2.3014 0.06
H 2.1924 -2.9681 -3.0263 0.08
H 3.3668 -2.1172 -4.0114 0.12
H 2.6658 0.9514 -2.9760 0.10
H 3.7827 -0.0921 -3.8559 0.12
H 4.1398 0.8427 -0.9643 0.07
H 5.0216 1.4714 -2.3679 0.08
H 5.2752 -0.1944 -1.8379 0.06
H 2.4840 2.5632 -1.0570 0.10
H 2.5202 5.0188 -0.7061 0.10
H 0.6117 6.1319 0.4005 0.10
H -1.3287 4.7937 1.1538 0.10
H -1.3562 2.3415 0.7707 0.11
```

---

# 3
The following is a DFT calculation (the ωB97M-V functional and the def2-TZVPD basis) of C2H4N3OP in the gas phase.

The value obtained for the electronic energy is -17942.524 eV. The calculation puts the energy relative to the best compared isomer or geometry (same formula, charge and spin) at 1.993 eV. The value obtained for the gap between HOMO and LUMO is 0.344 hartree. The calculation puts the HOMO energy at -8.9324 eV. The structure (SMILES) is OPc1cn[nH]n1. For the LUMO energy, the calculation gives 0.4 eV. The calculation puts the molecular weight at 117.05 g mol⁻¹.

```
11
Properties=species:S:1:pos:R:3:lowdin_charge:R:1
O -1.7439 -1.1208 1.5989 -0.43
P -1.6706 -1.2020 -0.0148 0.80
C -0.1936 -0.1562 -0.5243 -0.42
C 0.7927 0.8480 0.5653 -0.06
N 1.8008 1.1091 -0.2118 0.00
N 1.5780 0.5020 -1.4330 -0.12
N 0.5120 -0.1853 -1.5694 -0.04
H -1.0953 -1.6800 2.0182 0.03
H -2.6761 -0.0461 0.0987 -0.01
H 0.5700 1.0537 1.6630 0.10
H 2.1259 0.8777 -2.1908 0.15
```

---

# 4
The following is a DFT calculation (the ωB97M-V functional and the def2-TZVPD basis) of C5H12N2 in the gas phase.

The value obtained for the electronic energy is -8358.487 eV. The calculation puts the energy relative to the best compared isomer or geometry (same formula, charge and spin) at 1.649 eV. The value obtained for the gap between HOMO and LUMO is 0.327 hartree. The calculation puts the HOMO energy at -7.8869 eV. The structure (SMILES) is C=C(CCN)NC. For the LUMO energy, the calculation gives 1.0 eV. The calculation puts the molecular weight at 100.16 g mol⁻¹.

```
19
Properties=species:S:1:pos:R:3:lowdin_charge:R:1
C -1.7742 1.2410 -0.7346 0.04
C -0.7382 0.4337 -0.4561 -0.39
C -0.3176 0.1006 0.9679 -0.15
C 1.2011 0.1274 1.0664 -0.30
N 1.8575 1.4266 1.2940 -0.01
N -0.3417 -0.4818 -1.4252 -0.07
C -0.0797 -1.8716 -1.2314 -0.12
H -2.1356 1.9621 -0.0179 0.05
H -2.2508 1.1191 -1.6917 0.05
H -0.8046 0.8714 1.5668 0.11
H -0.7733 -0.8448 1.2554 0.11
H 1.7313 -0.3966 0.2677 0.10
H 1.5210 -0.5139 1.9054 0.11
H 1.2995 2.1455 0.8394 0.06
H 1.7914 1.6399 2.2828 0.06
H -0.2058 -0.0939 -2.3400 0.12
H 0.2629 -2.1123 -0.2283 0.07
H -0.9403 -2.5390 -1.3993 0.08
H 0.6972 -2.2134 -1.9213 0.08
```

---

# 5
The following is a DFT calculation (the ωB97M-V functional and the def2-TZVPD basis) of 11 unconnected molecules or ions with the total composition C38H92F30N6O4P5.

The value obtained for the electronic energy is -186004.908 eV. The value obtained for the gap between HOMO and LUMO is 0.207 hartree. Its net charge is +1. The calculation puts the HOMO energy at -9.3470 eV. For the LUMO energy, the calculation gives -3.7 eV. The calculation puts the molecular weight at 1422.00 g mol⁻¹.

```
175
Properties=species:S:1:pos:R:3:lowdin_charge:R:1
C -0.8550 -5.4424 4.5152 0.05
C -0.5991 -6.5572 5.6130 -0.33
O -1.2876 -7.5096 5.8970 0.18
N 0.7243 -6.3073 6.2914 0.10
H 1.0336 -7.1320 6.7857 0.17
H 1.4571 -6.1019 5.6273 0.17
C 0.6631 -5.2240 7.3559 0.03
H -1.3560 -4.5740 4.9430 0.09
H -1.3926 -5.8070 3.6399 0.10
H 0.0521 -5.0735 4.0363 0.08
H 1.3554 -5.4465 8.1679 0.11
H -0.3098 -5.0135 7.8000 0.11
H 1.0551 -4.3106 6.9084 0.11
C -3.7070 4.5775 -4.6065 0.04
C -5.2565 4.9349 -4.5031 -0.36
O -6.0848 4.1457 -4.2782 0.22
N -5.4994 6.4329 -4.5155 0.11
H -4.6399 6.9628 -4.4918 0.17
H -5.9604 6.7368 -5.3613 0.18
C -6.3181 6.8335 -3.2680 0.04
H -3.2646 4.9018 -5.5484 0.09
H -3.5824 3.4958 -4.6570 0.10
H -2.9874 4.8775 -3.8447 0.09
H -5.9738 6.3245 -2.3677 0.11
H -7.3796 6.6866 -3.4674 0.11
H -6.1227 7.8578 -2.9507 0.10
C 9.6698 -5.3001 -2.9458 -0.02
N 8.8329 -4.0315 -3.1987 -0.28
C 7.3774 -4.5384 -3.0776 0.04
C 9.3104 -3.0307 -2.0833 0.04
C 9.0954 -3.4563 -4.6279 -0.08
C 8.1618 -2.5393 -5.3759 -0.26
O 7.7758 -1.4482 -4.6053 -0.04
H 9.5779 -6.0163 -3.7624 0.11
H 9.4904 -5.8779 -2.0392 0.11
H 10.7220 -5.1062 -2.7376 0.10
H 6.7319 -3.6631 -3.1499 0.10
H 7.1445 -5.0209 -2.1283 0.12
H 7.1320 -5.0446 -4.0112 0.12
H 9.1547 -3.3177 -1.0434 0.11
H 8.6067 -2.1986 -2.1029 0.09
H 10.3564 -2.8392 -2.3228 0.10
H 9.3073 -4.2675 -5.3245 0.14
H 10.0812 -3.0364 -4.4279 0.13
H 7.3380 -2.9797 -5.9376 0.14
H 8.7216 -2.2644 -6.2699 0.13
H 7.4742 -0.7101 -5.1399 0.10
C 0.6150 -1.5596 -2.4864 0.03
N -0.5473 -2.3660 -1.9061 -0.30
C -0.7346 -3.6237 -2.7779 0.00
C -0.4849 -2.9888 -0.5004 0.02
C -1.9459 -1.6731 -2.0980 -0.04
C -2.3208 -0.6731 -0.8965 -0.18
O -1.5472 0.5495 -0.9582 -0.09
H 1.4926 -2.1610 -2.2492 0.10
H 0.7999 -0.6532 -1.9099 0.09
H 0.4648 -1.4173 -3.5566 0.11
H 0.1673 -4.2344 -2.8199 0.12
H -0.9041 -3.3345 -3.8151 0.12
H -1.4743 -4.2904 -2.3346 0.12
H -0.3148 -2.2640 0.2957 0.10
H 0.2954 -3.7499 -0.4968 0.12
H -1.4814 -3.3139 -0.2016 0.11
H -2.7240 -2.4354 -2.1368 0.13
H -1.9080 -1.1811 -3.0699 0.14
H -2.3157 -1.0624 0.1216 0.11
H -3.2908 -0.1875 -1.0025 0.11
H -1.3528 0.8278 -0.0603 0.08
C -12.4780 1.7772 3.1670 -0.09
C -11.4828 0.8915 3.9289 -0.24
C -10.2668 1.6504 4.3567 -0.23
C -9.2280 0.6791 4.6232 -0.14
N -7.9728 1.4252 5.1158 -0.17
C -6.8227 0.3422 5.4326 -0.02
C -6.0301 1.0020 6.6024 -0.11
C -7.0051 1.9750 7.2853 -0.18
C -8.2581 1.9711 6.5438 -0.14
C -7.4452 2.5771 4.2247 -0.08
C -7.3617 2.0989 2.7730 -0.22
C -6.7699 3.0462 1.7225 -0.09
H -13.3040 2.1687 3.7607 0.08
H -12.8745 1.2701 2.2874 0.08
H -12.0077 2.6907 2.8030 0.07
H -11.3126 -0.0337 3.3784 0.12
H -11.9987 0.5461 4.8248 0.12
H -10.5389 2.2903 5.1960 0.14
H -9.9039 2.2268 3.5057 0.11
H -8.8970 0.1051 3.7578 0.14
H -9.4116 0.0249 5.4756 0.14
H -6.2126 0.4005 4.5312 0.11
H -7.1876 -0.6535 5.6843 0.14
H -5.2738 1.6487 6.1574 0.12
H -5.7183 0.2401 7.3168 0.12
H -6.7042 3.0171 7.1772 0.12
H -7.1791 1.8882 8.3578 0.13
H -8.7160 2.9590 6.4945 0.13
H -8.9604 1.3375 7.0855 0.14
H -6.4772 2.9492 4.5604 0.14
H -8.1973 3.3606 4.3169 0.13
H -8.2736 1.6172 2.4201 0.10
H -6.7208 1.2235 2.6681 0.11
H -5.9219 3.6353 2.0717 0.08
H -7.3878 3.8577 1.3380 0.07
H -6.4159 2.6215 0.7831 0.08
C 2.6523 4.9448 -2.5671 -0.09
C 2.9113 6.3039 -1.7703 -0.20
C 4.0131 6.2393 -0.6942 -0.19
C 5.3938 5.7611 -1.1681 -0.08
N 6.6103 5.8314 -0.1237 -0.21
C 7.7972 5.2179 -0.7410 -0.11
C 8.3653 6.3238 -1.7146 -0.14
C 7.9434 7.6292 -1.1968 -0.16
C 7.0960 7.3247 0.0843 -0.03
C 6.1484 5.2023 1.2329 -0.06
C 5.4585 3.7629 1.0473 -0.21
C 5.0856 3.1229 2.3663 -0.09
H 3.5771 4.6008 -3.0304 0.05
H 1.9350 5.0502 -3.3810 0.07
H 2.4054 4.0811 -1.9497 0.07
H 2.0099 6.4659 -1.1793 0.11
H 3.0811 7.0731 -2.5237 0.11
H 3.8340 5.9107 0.3295 0.10
H 4.1141 7.3076 -0.5025 0.10
H 5.6638 6.3394 -2.0517 0.12
H 5.5152 4.7809 -1.6292 0.12
H 8.4548 5.0302 0.1078 0.13
H 7.6163 4.1836 -1.0335 0.13
H 9.4452 6.2472 -1.8419 0.13
H 7.9005 6.1103 -2.6771 0.11
H 8.7309 8.3329 -0.9274 0.12
H 7.3674 8.2074 -1.9194 0.12
H 7.8233 7.2754 0.8947 0.13
H 6.1985 7.8496 0.4115 0.13
H 5.5484 5.9805 1.7045 0.13
H 7.0684 5.0421 1.7951 0.13
H 6.0946 3.1666 0.3931 0.11
H 4.4583 3.8692 0.6272 0.09
H 4.4640 3.7356 3.0192 0.09
H 6.0108 2.9424 2.9137 0.08
H 4.5999 2.1660 2.1748 0.09
P -2.8646 -1.2548 -8.4158 0.15
F -2.2923 -2.6465 -8.9835 -0.19
F -3.0979 -2.0109 -6.9839 -0.21
F -1.2863 -1.1822 -7.9887 -0.22
F -3.2202 0.1533 -7.7173 -0.18
F -2.6120 -0.6538 -9.9437 -0.20
F -4.3905 -1.5671 -8.8047 -0.16
P 4.3610 -4.2877 3.1645 0.20
F 3.8448 -3.6490 1.7571 -0.19
F 3.4212 -5.6115 2.8826 -0.21
F 5.6375 -5.0475 2.4500 -0.19
F 4.7842 -4.8897 4.5770 -0.17
F 5.1978 -2.8924 3.4778 -0.20
F 3.0531 -3.6838 3.9873 -0.24
P -0.5255 2.1523 3.9749 0.15
F -1.5709 2.4098 2.7282 -0.22
F -1.4813 2.9608 4.9621 -0.17
F -1.3343 0.7631 4.2281 -0.20
F 0.4363 1.8061 5.1942 -0.15
F 0.4365 1.2360 2.9836 -0.21
F 0.2061 3.5857 3.6046 -0.20
P 2.5048 -7.8723 -6.2540 0.09
F 1.8720 -9.2694 -6.8739 -0.20
F 1.3793 -7.8472 -5.0758 -0.18
F 3.5692 -8.8140 -5.4347 -0.21
F 3.1291 -6.6255 -5.4671 -0.19
F 3.6235 -7.8026 -7.3571 -0.16
F 1.5037 -7.0942 -7.1991 -0.14
P -2.4660 -8.9238 -0.8584 0.05
F -1.7692 -10.1743 -1.4986 -0.14
F -1.0193 -8.2098 -1.0101 -0.19
F -2.7718 -8.4722 -2.3576 -0.17
F -3.3419 -7.6342 -0.3828 -0.21
F -3.8377 -9.7583 -0.7967 -0.17
F -2.0695 -9.2225 0.6744 -0.17
```